Record 1
ORCA calculation (ωB97M-V/def2-TZVPD) on an isolated molecule of C11H15BrFN3O at a distorted geometry.

Frontier orbital gap = 9.040 eV
Relative energy (zero: lowest compared OMol25 entry of this formula, charge and spin) = 4.6 kcal/mol
LUMO level = 0.63 eV
DFT total energy = -90926.1114 eV
Max |F| = 3.96 eV/Å
E_HOMO = -8.407 eV

Each line ends with the Löwdin charge.
Element x y z (Å)
F: -4.62332 -2.44936 -1.92736  -0.02
Br: -0.07521 1.70233 -2.90609  0.76
N: 4.94575 1.29299 0.04505  0.11
O: -2.27889 1.52914 -0.38956  -0.08
C: 4.26419 0.52300 0.73702  -0.59
C: -0.82514 0.48605 1.13845  0.01
C: 0.35094 -0.26553 1.43923  -0.03
C: 1.02243 0.13323 -0.85354  -0.09
C: -0.03450 0.93916 -1.15214  -0.59
C: -1.06347 1.00459 -0.16705  -0.32
C: 1.30431 -0.51646 0.43281  -0.20
N: 3.95688 0.80017 2.02027  0.13
N: 3.65068 -0.57421 0.02266  0.02
C: 2.53824 -1.36402 0.61949  -0.15
C: -4.71382 -1.31323 -1.20530  -0.25
C: -3.41394 0.67459 -0.29980  -0.20
C: -3.44444 -0.47310 -1.27112  -0.16
H: 5.48919 1.99356 0.39998  0.00
H: -1.42198 0.68363 1.96715  0.09
H: 0.64299 -0.63178 2.39336  0.09
H: 1.78850 -0.00742 -1.66400  0.11
H: 4.06493 1.77065 2.29997  0.11
H: 3.14847 0.18618 2.34943  0.10
H: 3.72873 -0.46013 -0.98924  0.11
H: 2.43941 -2.30718 0.06750  0.13
H: 2.73321 -1.59168 1.64862  0.10
H: -5.48239 -0.71967 -1.71065  0.12
H: -5.05049 -1.47304 -0.14851  0.13
H: -4.32628 1.25932 -0.38504  0.12
H: -3.46787 0.36958 0.85163  0.16
H: -3.29030 -0.12651 -2.28562  0.12
H: -2.55681 -1.07484 -1.07758  0.12

***

Record 2
ORCA calculation (ωB97M-V/def2-TZVPD) on a structure of composition C30H50MnP4Se at a distorted geometry.

Frontier orbital gap (spin up / spin down) = 5.058 / 4.456 eV
Relative energy (zero: lowest compared OMol25 entry of this formula, charge and spin) = 46.9 kcal/mol
LUMO level (spin up / spin down) = -11.30 / -11.50 eV
DFT total energy = -165713.0178 eV
Max |F| = 3.37 eV/Å
Net charge = +3
E_HOMO (spin up / spin down) = -16.357 / -15.957 eV
Multiplicity = 5

Each line ends with the Löwdin spin population.
Element x y z (Å)
Mn: 0.48245 1.53575 0.92369  3.44
P: 1.95700 2.31882 -0.68327  -0.05
P: -0.36263 -0.07482 -2.35072  -0.05
P: 2.52017 -1.70324 -1.25019  0.25
H: 0.61241 -0.32030 2.97588  0.00
C: 1.22664 0.11564 2.13869  -0.14
C: 1.76768 1.49784 2.29172  -0.12
H: 1.33596 2.16260 3.02298  0.00
C: 1.13700 3.84312 0.02360  0.02
C: 1.95768 2.68064 -2.46755  -0.01
C: 3.74582 2.38077 -0.22379  0.00
C: -1.48495 -1.49579 -2.71490  -0.01
C: -1.63298 1.25566 -2.54634  0.00
C: 0.41136 0.00604 -4.02954  -0.01
C: 3.57075 -2.35897 0.13473  0.02
C: 3.76588 -0.78861 -2.28146  0.06
C: 2.29733 -3.22203 -2.33750  0.01
H: 1.99051 -0.62285 1.78713  0.00
H: 2.81933 1.65012 2.01499  0.00
H: 1.43769 3.97614 1.07233  0.00
H: 0.04372 3.84636 -0.14125  0.00
H: 1.54283 4.65153 -0.55431  0.00
H: 0.90992 2.70228 -2.81794  0.00
H: 2.54770 1.92367 -3.01243  0.00
H: 2.39698 3.68893 -2.64857  0.00
H: 3.85514 2.91382 0.72861  0.00
H: 4.34116 2.92498 -0.98680  0.00
H: 4.13611 1.35280 -0.12144  0.00
H: -1.70222 -1.48338 -3.78959  0.00
H: -2.42055 -1.42286 -2.14802  0.00
H: -1.00610 -2.45010 -2.45339  0.00
H: -1.91923 1.34335 -3.60245  0.00
H: -1.22765 2.21187 -2.19301  0.00
H: -2.50760 1.01034 -1.93377  0.00
H: -0.39274 -0.11312 -4.76627  0.00
H: 1.13984 -0.80612 -4.14394  0.00
H: 0.92043 0.96374 -4.17638  0.00
H: 4.47951 -2.83461 -0.22243  0.01
H: 3.00595 -3.06944 0.75555  0.00
H: 3.87293 -1.50567 0.75497  0.00
H: 4.52985 -1.45081 -2.68764  0.01
H: 4.22451 0.00993 -1.69610  0.00
H: 3.21379 -0.33030 -3.10322  0.00
H: 3.22220 -3.58807 -2.78873  0.00
H: 1.59061 -2.95904 -3.13588  0.00
H: 1.86132 -4.10897 -1.83665  0.00
C: 0.41326 -3.94043 1.43340  0.07
C: 0.80212 -3.62751 2.75585  0.03
C: 1.40446 -4.63130 3.52676  0.01
C: 1.59581 -5.91685 2.98060  0.07
C: 1.25061 -6.22205 1.64980  0.00
C: 0.71790 -5.19777 0.87994  0.05
Se: -0.33028 -2.77140 0.15342  0.36
H: 0.78546 -3.15052 -0.80462  0.00
H: 0.53857 -2.62165 3.11246  0.00
H: 1.66588 -4.43368 4.56553  0.00
H: 1.98565 -6.68994 3.61681  0.00
H: 1.35017 -7.19953 1.15256  0.00
H: 0.52952 -5.33538 -0.17717  0.00
C: -1.88266 0.24528 3.11790  0.01
P: -1.68752 0.80494 1.38792  -0.04
C: -3.30598 0.28423 0.68851  -0.01
C: -3.40615 -0.99227 0.10901  0.00
C: -4.60262 -1.43343 -0.45713  0.00
C: -5.73727 -0.61097 -0.35483  0.00
C: -5.68806 0.59874 0.33582  0.00
C: -4.48430 1.03067 0.88349  0.00
C: -1.88442 2.64512 1.47275  0.01
C: -1.38802 3.37696 2.57627  0.01
C: -1.40809 4.78371 2.53705  0.00
C: -1.95342 5.43415 1.41827  0.00
C: -2.49355 4.71148 0.34650  0.00
C: -2.49497 3.32132 0.39818  0.00
H: -1.77174 -0.85219 3.10938  0.00
H: -2.89099 0.54660 3.43480  0.00
H: -1.12974 0.71469 3.76318  0.00
H: -2.52881 -1.65579 0.13782  0.00
H: -4.64440 -2.40255 -0.97394  0.00
H: -6.66463 -0.93541 -0.82276  0.00
H: -6.59050 1.21631 0.45008  0.00
H: -4.46458 1.94936 1.47926  0.00
H: -1.01054 2.84381 3.46923  0.00
H: -0.97488 5.34925 3.38418  0.00
H: -1.93462 6.52372 1.39062  0.00
H: -2.90675 5.22391 -0.51911  0.00
H: -2.99343 2.75871 -0.38719  0.00

***

Record 3
ORCA calculation (ωB97M-V/def2-TZVPD) on a cluster of 2 separate species, C10H16O in total at a distorted geometry.

Frontier orbital gap = 9.228 eV
Relative energy (zero: lowest compared OMol25 entry of this formula, charge and spin) = 55.0 kcal/mol
LUMO level = 0.87 eV
DFT total energy = -12675.3403 eV
Max |F| = 3.77 eV/Å
E_HOMO = -8.359 eV

Each line ends with the Löwdin charge.
Element x y z (Å)
C: 1.80839 -1.05514 1.76691  -0.33
C: 1.87024 -1.52025 3.23443  -0.11
C: 1.54601 0.39763 1.53757  -0.11
H: 2.86359 -1.34922 1.47089  0.11
H: 1.35202 -1.77724 1.13110  0.05
H: 0.84440 -1.73708 3.61600  0.07
H: 0.52065 0.68516 1.21322  0.06
H: 2.00670 -0.58032 3.83228  0.07
H: 2.57441 -2.31530 3.42346  0.06
H: 1.54434 0.95284 2.46663  0.07
H: 2.22166 0.75475 0.76466  0.08
C: 1.07908 -1.77932 -1.63276  -0.05
C: -0.97892 1.43287 -1.80655  -0.03
C: -1.66258 1.37900 -0.59039  -0.32
C: -0.31342 0.30517 -2.26616  -0.04
C: 0.13482 -0.64447 -1.35013  -0.28
C: -1.61535 0.21245 0.18496  -0.01
C: -0.58257 -0.69357 -0.16016  -0.11
O: -2.49385 2.40903 -0.24176  0.04
H: -1.14994 2.23516 -2.52426  0.11
H: -0.25063 0.16883 -3.33531  0.11
H: -2.08679 0.06222 1.14486  0.12
H: -2.23317 3.20101 -0.72344  0.10
H: 1.01789 -2.19077 -2.63891  0.08
H: 0.95570 -2.56796 -0.89243  0.07
H: -0.56647 -1.54972 0.49506  0.11
H: 2.08474 -1.38709 -1.47350  0.08

***

Record 4
ORCA calculation (ωB97M-V/def2-TZVPD) on a cluster of 2 separate species, C48H55N5O2 in total at a distorted geometry.

Frontier orbital gap = 5.121 eV
Relative energy (zero: lowest compared OMol25 entry of this formula, charge and spin) = 15.6 kcal/mol
LUMO level = -1.64 eV
DFT total energy = -62206.1270 eV
Max |F| = 3.58 eV/Å
E_HOMO = -6.759 eV

Each line ends with the Löwdin charge.
Element x y z (Å)
C: -1.24626 1.05547 3.30373  0.06
C: -0.20594 1.83807 3.81285  -0.20
C: 0.88831 1.36429 4.57600  -0.17
N: 1.75545 1.07925 5.31744  0.20
C: -0.31775 3.25119 3.97038  -0.20
N: -0.28895 4.41222 4.16740  0.20
C: -2.60072 1.36039 3.78070  -0.21
C: -3.13116 2.66404 3.71906  -0.05
C: -4.25340 3.01564 4.46821  -0.06
C: -4.96180 2.04558 5.18768  -0.07
C: -4.48827 0.73291 5.18257  -0.08
C: -3.32787 0.38587 4.49736  -0.02
H: -1.02620 0.05875 2.93216  0.09
H: -2.63716 3.40420 3.09090  0.11
H: -4.58246 4.05509 4.49768  0.11
H: -5.84822 2.31484 5.76524  0.11
H: -5.03614 -0.03688 5.72424  0.11
H: -2.93349 -0.63040 4.57173  0.11
C: 1.84423 -4.22034 -0.98621  -0.05
C: 0.79223 -4.33464 0.10624  -0.55
C: -0.58537 -4.53088 -0.51616  -0.03
C: 1.14359 -5.58340 0.93043  -0.04
C: 0.78812 -3.13038 1.06055  -0.09
C: -0.04051 -3.21902 2.17958  -0.04
C: 0.17418 -2.35720 3.25323  -0.07
C: 1.28293 -1.51585 3.26078  -0.06
C: 2.16510 -1.43018 2.18584  -0.07
C: 3.57576 -0.81074 2.35916  -0.53
C: 3.64875 0.62908 1.84604  -0.03
C: 4.63156 -1.66255 1.65593  -0.04
C: 3.96801 -0.79347 3.83948  -0.06
C: 1.65466 -1.99368 0.97769  -0.08
N: 1.62054 -1.15897 -0.18058  0.07
C: 0.56490 -0.32619 -0.48895  -0.19
C: -0.54317 -0.15163 0.32821  -0.04
C: -1.85010 -0.08647 -0.27390  -0.19
C: -2.15253 -1.04410 -1.28668  -0.03
C: -3.09851 -0.78013 -2.24384  0.01
C: -3.82001 0.42735 -2.13013  -0.18
N: -4.15803 1.05963 -3.35834  -0.32
O: -4.60933 2.22508 -3.33104  0.03
O: -3.90544 0.42850 -4.41955  0.02
C: -3.80424 1.18803 -0.94697  0.00
C: -2.83309 0.91111 -0.00148  -0.01
N: 0.91785 0.34812 -1.63974  0.06
C: 0.10106 1.21768 -2.44248  -0.07
C: -0.38116 2.44848 -1.91380  -0.07
C: 0.32034 3.31320 -0.81603  -0.51
C: -0.61262 4.45065 -0.39230  -0.07
C: 1.59680 3.88417 -1.44861  -0.03
C: 0.67721 2.61833 0.49002  -0.06
C: -1.46282 3.03367 -2.59590  -0.04
C: -1.70036 2.76239 -3.94763  -0.05
C: -0.86624 1.84003 -4.56458  -0.04
C: -0.14653 0.90384 -3.80490  -0.06
C: 0.26782 -0.37169 -4.60504  -0.52
C: -0.74376 -0.63890 -5.74305  -0.06
C: 0.23245 -1.65369 -3.78499  -0.04
C: 1.63142 -0.16810 -5.26603  -0.04
C: 2.24573 0.03635 -1.92776  -0.05
C: 2.66191 -0.87817 -1.04571  -0.07
H: 2.84872 -4.12264 -0.55250  0.09
H: 1.81903 -5.14742 -1.57587  0.09
H: 1.65448 -3.38337 -1.66544  0.07
H: -1.33523 -4.79064 0.23864  0.09
H: -0.91731 -3.62048 -1.02842  0.06
H: -0.53326 -5.33292 -1.26639  0.09
H: 0.43589 -5.75170 1.74859  0.08
H: 1.14238 -6.47048 0.28703  0.09
H: 2.14488 -5.47163 1.36592  0.09
H: -0.81686 -3.99437 2.24505  0.12
H: -0.46668 -2.37975 4.14166  0.11
H: 1.46924 -0.93388 4.16005  0.08
H: 2.87755 1.25274 2.32264  0.08
H: 4.63506 1.05433 2.09351  0.10
H: 3.54277 0.67893 0.75578  0.06
H: 4.54458 -2.70472 1.98569  0.10
H: 4.53110 -1.63218 0.57182  0.05
H: 5.63198 -1.28390 1.90549  0.09
H: 3.82819 -1.78362 4.28357  0.10
H: 5.02873 -0.52695 3.92863  0.09
H: 3.38540 -0.07106 4.41499  0.03
H: -0.39583 -0.22805 1.39042  0.07
H: -1.55863 -1.96245 -1.31922  0.08
H: -3.29302 -1.42175 -3.09534  0.12
H: -4.48125 2.03871 -0.87946  0.12
H: -2.75251 1.48367 0.92543  0.10
H: -1.56429 4.05464 -0.00958  0.09
H: -0.15744 5.02867 0.42304  0.09
H: -0.81655 5.13641 -1.21993  0.09
H: 2.30530 3.09452 -1.72919  0.08
H: 1.35042 4.44487 -2.35840  0.09
H: 2.10902 4.56070 -0.75359  0.09
H: 1.43112 1.83841 0.36610  0.07
H: 1.08075 3.35568 1.20968  0.09
H: -0.21162 2.19061 0.96490  0.06
H: -2.11308 3.77262 -2.12561  0.11
H: -2.47015 3.29213 -4.50566  0.12
H: -0.86892 1.80075 -5.65293  0.11
H: -0.65486 0.09094 -6.55726  0.08
H: -0.54920 -1.62883 -6.18507  0.09
H: -1.77538 -0.62484 -5.36337  0.08
H: 0.98884 -1.67122 -3.00078  0.05
H: -0.76467 -1.78145 -3.34121  0.07
H: 0.43114 -2.51189 -4.44805  0.10
H: 2.43055 -0.05142 -4.53067  0.06
H: 1.87457 -1.03844 -5.89182  0.09
H: 1.61517 0.72429 -5.90419  0.09
H: 2.77598 0.52615 -2.72607  0.12
H: 3.63259 -1.35351 -0.97869  0.12